Arrangement w

{"formula": "C4H12NO", "method": "wB97M-V/def2-TZVPD", "total_charge": 1, "homo_energy_ev": -15.11, "gap_ev": 5.526, "elements": ["O", "C", "C", "N", "C", "C", "H", "H", "H", "H", "H", "H", "H", "H", "H", "H", "H", "H"], "coordinates": [[0.724, 0.124, -1.613], [2.058, 0.077, -1.138], [2.028, -0.702, 0.240], [0.846, -0.320, 0.918], [-2.030, 0.854, 0.740], [-2.161, -0.327, -0.195], [0.158, 0.097, -0.803], [2.773, -0.209, -1.900], [2.269, 1.127, -0.805], [1.936, -1.802, 0.082], [2.883, -0.463, 0.878], [-1.114, 1.454, 0.738], [1.133, 0.157, 1.787], [-2.062, 0.582, 1.802], [-2.822, 1.603, 0.691], [-1.408, -1.123, -0.206], [-2.982, -1.027, 0.049], [-2.230, -0.102, -1.264]]}

=====

Arrangement x

{"formula": "C4H12NO", "method": "wB97M-V/def2-TZVPD", "total_charge": 1, "homo_energy_ev": -13.68, "gap_ev": 7.759, "elements": ["C", "N", "H", "H", "H", "H", "C", "O", "C", "C", "H", "H", "H", "H", "H", "H", "H", "H"], "coordinates": [[1.462, 0.052, 2.069], [0.871, -1.066, 2.208], [0.915, 0.912, 1.709], [2.505, 0.127, 2.353], [1.405, -1.901, 2.439], [-0.009, -1.250, 1.713], [-0.168, 1.171, -0.997], [-0.283, 2.229, -1.907], [-1.005, 0.014, -1.486], [-0.928, -1.188, -0.539], [0.874, 0.842, -0.875], [-0.557, 1.500, -0.016], [0.354, 2.922, -1.714], [-2.046, 0.293, -1.645], [-0.675, -0.266, -2.490], [-1.222, -0.819, 0.455], [-1.591, -2.004, -0.804], [0.097, -1.567, -0.473]]}

=====

Arrangement y

{"formula": "C4H12NO", "method": "wB97M-V/def2-TZVPD", "total_charge": 1, "homo_energy_ev": -14.82, "gap_ev": 11.465, "elements": ["C", "C", "C", "C", "N", "H", "H", "H", "H", "H", "H", "H", "H", "H", "H", "H", "H", "O"], "coordinates": [[-2.004, -1.760, 0.327], [-0.592, -1.234, 0.068], [-0.324, 0.110, 0.701], [0.221, 0.328, 1.880], [-0.413, 1.268, -0.332], [-2.794, -0.959, 0.238], [-2.148, -2.161, 1.429], [-2.192, -2.689, -0.351], [-0.093, -1.358, -1.047], [0.118, -1.918, 0.433], [0.661, -0.397, 2.557], [0.684, 1.283, 2.187], [-1.258, 1.330, -0.889], [-0.498, 2.048, 0.453], [0.442, 1.224, -0.880], [3.305, 1.478, -1.802], [2.671, 0.529, -2.709], [2.524, 1.006, -1.894]]}

=====

If you had to bet on the most stable structure above, which would it be? Bet on arrangement x.